Record 1
{"formula": "C6H14O", "method": "the ωB97M-V functional and the def2-TZVPD basis", "symbols": ["O", "C", "C", "C", "C", "C", "C", "H", "H", "H", "H", "H", "H", "H", "H", "H", "H", "H", "H", "H", "H"], "positions_angstrom": [[0.5665, 0.9725, 1.5031], [-1.6495, -0.2793, -1.1851], [2.0638, -0.7913, 0.0718], [-0.8329, -0.3105, 0.0886], [0.7302, 1.4831, -0.8507], [0.3596, 0.5079, 0.2373], [-1.5713, -0.7423, 1.3366], [-2.3878, 0.5314, -1.1644], [-0.8851, -0.9588, 2.1575], [-2.1963, -1.2182, -1.3037], [2.9395, -0.1481, 0.2096], [-0.0340, 2.2673, -0.9020], [-2.2665, 0.0300, 1.6830], [2.1310, -1.2836, -0.9043], [-1.0421, -0.1539, -2.0826], [-2.1512, -1.6471, 1.1354], [0.2185, -1.0118, -0.0161], [0.8069, 0.9933, -1.8186], [2.0517, -1.5354, 0.8756], [1.4653, 1.3323, 1.5581], [1.6838, 1.9624, -0.6292]], "fmax_ev_per_a": 3.78, "orbital_gap_ev": 8.159, "e_above_lowest_kcal_mol": 95.1}



Record 2
{"formula": "C2HNOS2", "method": "the ωB97M-V functional and the def2-TZVPD basis", "symbols": ["S", "S", "O", "N", "C", "C", "H"], "positions_angstrom": [[2.5959, 1.7250, 0.3848], [-2.3945, -0.7440, 1.0471], [1.7474, -1.2809, -1.0336], [-0.3030, -0.3995, -0.5361], [-1.3448, 0.2241, 0.1145], [0.8497, -0.7235, -0.4874], [-1.1507, 1.1988, 0.5107]], "fmax_ev_per_a": 2.42, "charge": -2, "orbital_gap_ev": [6.154, 4.642], "e_above_lowest_kcal_mol": 65.1}



Record 3
{"formula": "C3H12N2O", "method": "the ωB97M-V functional and the def2-TZVPD basis", "symbols": ["O", "N", "N", "C", "C", "C", "H", "H", "H", "H", "H", "H", "H", "H", "H", "H", "H", "H"], "positions_angstrom": [[0.5277, 0.5542, -0.0666], [0.8311, -0.6012, 2.6886], [1.4157, -1.5925, -0.6149], [-2.2633, 0.5298, -1.6340], [1.5609, -0.1575, -0.7186], [-2.2752, 1.7458, -1.0508], [1.4979, -1.9004, 0.3449], [1.6080, 0.0365, 2.6935], [0.4209, 0.1792, 0.8180], [-1.4203, 2.0741, -0.4733], [0.5750, -1.9644, -1.0258], [-2.6709, 0.4773, -2.6419], [1.0560, -1.2615, 3.4178], [2.5646, 0.0256, -0.3227], [-0.0758, -0.2381, 2.9277], [-1.7504, -0.3549, -1.2775], [1.5519, 0.1370, -1.7691], [-3.1537, 2.3109, -1.2955]], "smiles": "C=C.NCO.N", "fmax_ev_per_a": 1.91, "orbital_gap_ev": 9.679, "e_above_lowest_kcal_mol": 41.8}



Record 4
{"formula": "C2H5OS", "method": "the ωB97M-V functional and the def2-TZVPD basis", "symbols": ["S", "O", "C", "C", "H", "H", "H", "H", "H"], "positions_angstrom": [[0.0970, -0.9427, 0.0571], [-1.3789, 1.9028, -1.3740], [-1.3894, 0.7251, -1.6553], [1.2292, -0.5696, 1.4443], [-2.2171, 0.0791, -1.3203], [1.8104, 0.3215, 1.2074], [0.6840, -0.3633, 2.3704], [1.8860, -1.4113, 1.6625], [-0.7213, 0.2584, -2.3923]], "fmax_ev_per_a": 0.47, "charge": -1, "orbital_gap_ev": 6.775, "e_above_lowest_kcal_mol": 21.5}



Record 5
{"formula": "C37H31Cl3FeGeP2Si", "method": "the ωB97M-V functional and the def2-TZVPD basis", "symbols": ["Ge", "Fe", "Cl", "Cl", "Cl", "P", "P", "Si", "C", "C", "C", "C", "C", "C", "C", "C", "C", "C", "C", "C", "C", "C", "C", "C", "C", "C", "C", "C", "C", "C", "C", "C", "C", "C", "C", "C", "C", "C", "C", "C", "C", "C", "C", "C", "C", "H", "H", "H", "H", "H", "H", "H", "H", "H", "H", "H", "H", "H", "H", "H", "H", "H", "H", "H", "H", "H", "H", "H", "H", "H", "H", "H", "H", "H", "H", "H"], "positions_angstrom": [[-0.1048, -1.8745, 2.3821], [-0.1338, -0.6341, 0.3730], [1.5979, -2.9609, 3.1302], [-0.3325, -2.9130, 0.1869], [-1.6924, -2.7187, 3.5409], [-2.3543, -0.1266, 0.1948], [2.1398, -0.1717, 0.1457], [-0.0948, 1.7290, 0.8099], [2.4601, -1.1054, -2.4632], [2.7183, -2.0897, -3.4065], [-1.7727, 2.4993, 0.4167], [4.7401, -0.4862, 1.0648], [-4.3947, -0.3864, 2.0539], [-3.1337, -1.7572, -3.5141], [3.3103, -3.6219, -1.6491], [-3.7877, -2.4047, 0.8777], [1.2332, 2.3474, -0.3834], [-0.9542, -0.7360, -3.5127], [3.4597, 3.1240, -1.8962], [3.1432, -3.3458, -3.0002], [3.0521, -2.6450, -0.7023], [-4.3476, 3.4073, -0.2166], [-2.3431, -0.6554, -1.5355], [2.3964, 4.0005, -1.7098], [-4.7387, -3.1074, 1.5974], [0.3147, 2.2802, 2.5494], [-5.5124, -2.4565, 2.5491], [-1.9496, -1.4443, -4.1691], [-2.0549, 3.8651, 0.3751], [4.0938, 0.0288, 3.7181], [-3.3326, -1.3729, -2.1959], [2.2960, 1.4687, -0.6068], [-1.1556, -0.3377, -2.2005], [1.2959, 3.6174, -0.9560], [-2.8111, 1.6110, 0.1618], [3.0957, -0.0034, 2.7561], [3.4121, -0.2555, 1.4267], [-5.3349, -1.1000, 2.7804], [-3.3293, 4.3144, 0.0625], [-3.6208, -1.0356, 1.0931], [-4.0935, 2.0474, -0.1633], [5.7344, -0.4573, 2.0284], [3.4128, 1.8541, -1.3436], [5.4124, -0.1966, 3.3548], [2.6347, -1.3772, -1.1083], [-4.8834, 1.3349, -0.3699], [-0.0327, -0.4888, -4.0219], [-6.2515, -3.0086, 3.1139], [-0.3872, 0.2712, -1.7058], [6.7618, -0.6418, 1.7446], [3.1673, -2.8690, 0.3518], [-1.8042, -1.7539, -5.1952], [-3.5359, 5.3762, 0.0367], [-5.9319, -0.5931, 3.5265], [2.0660, 0.1463, 3.0500], [-4.8656, -4.1675, 1.4242], [-5.3368, 3.7646, -0.4693], [-3.9066, -2.3081, -4.0334], [0.4788, 4.3149, -0.8239], [0.1722, 3.3650, 2.5783], [2.5944, -1.8726, -4.4595], [4.9996, -0.6999, 0.0357], [-0.3783, 1.8410, 3.2703], [2.4293, 4.9872, -2.1526], [1.3362, 2.0794, 2.8626], [3.6382, -4.6025, -1.3314], [4.3182, 3.4297, -2.4790], [-3.1694, -2.9232, 0.1571], [4.2319, 1.1635, -1.5034], [-4.2523, -1.6305, -1.6876], [-4.2632, 0.6719, 2.2413], [2.1395, -0.1214, -2.7838], [-1.2828, 4.5901, 0.6053], [6.1906, -0.1779, 4.1059], [3.3466, -4.1119, -3.7365], [3.8375, 0.2176, 4.7521]], "fmax_ev_per_a": 0.62, "charge": 1, "orbital_gap_ev": [7.419, 8.505], "e_above_lowest_kcal_mol": 0.2, "spin_multiplicity": 2}



Record 6
{"formula": "C2H4N2", "method": "the ωB97M-V functional and the def2-TZVPD basis", "symbols": ["N", "N", "C", "C", "H", "H", "H", "H"], "positions_angstrom": [[-0.6012, 0.8463, -0.1462], [-1.2745, -0.4446, -0.2093], [-0.2359, -0.1853, 0.7704], [0.7483, 0.3931, -0.1190], [-0.6158, -0.0915, 1.7030], [0.9229, -0.3314, -0.8714], [-0.5436, -1.3032, -1.3639], [1.5997, 1.1166, 0.2365]], "fmax_ev_per_a": 4.54, "orbital_gap_ev": 10.544, "e_above_lowest_kcal_mol": 144.5}